Density functional theory data (ωB97M-V/def2-TZVPD) for 4 unconnected molecules or ions with the total composition C27H64BN3 at a distorted geometry.

Results
net charge	+2
energy relative to the best compared isomer or geometry (same formula, charge and spin)	50.3	kJ/mol
total energy	-1255.6589	hartree
E_HOMO	-13.8	eV
orbital gap	9.76	eV

```
95
C27H64BN3, DFT ωB97M-V/def2-TZVPD
N -2.95 0.36 2.11
N 0.85 -1.91 -3.94
N 3.03 1.52 2.36
C 1.17 -2.63 -5.22
C -4.82 1.33 -1.18
C -3.83 0.24 3.32
C 4.88 -0.24 2.67
C 2.43 -2.08 -5.88
C -0.52 -2.45 -3.56
C -3.53 -2.28 3.33
C 1.51 3.59 2.37
C 0.70 -0.39 -4.17
C -3.64 0.22 0.74
C 1.89 0.16 -4.92
C 2.19 -0.61 -6.20
C 2.05 0.42 2.04
C 2.71 -0.91 1.64
C -2.54 -2.54 -2.12
C -1.86 -0.66 2.18
C 4.19 1.00 3.21
C -2.25 1.69 2.18
C 3.63 2.02 1.04
C -1.25 -1.79 -2.36
C -4.54 -1.12 3.35
C -4.38 1.46 0.30
C 1.08 4.81 3.22
C 2.44 2.66 3.16
C 3.89 -1.34 2.47
C -2.48 -2.07 2.24
C 1.74 -2.19 -2.78
B 0.10 1.36 -0.81
H 4.82 1.85 3.46
H 2.90 -0.81 0.57
H 2.00 4.04 1.51
H 5.71 -0.52 3.32
H 0.02 2.17 0.02
H -0.55 -1.73 -1.52
H -0.96 1.19 -1.26
H 0.34 -2.45 -5.90
H 0.68 3.05 1.90
H 3.66 0.80 4.14
H -2.92 -2.41 1.30
H -5.23 1.73 0.91
H -0.25 -0.37 -4.70
H -3.18 -2.16 -1.32
H -2.92 2.54 2.09
H -1.19 -2.43 -4.42
H 0.67 5.58 2.57
H -1.52 -0.74 -2.54
H -3.07 0.13 4.09
H 2.95 2.72 0.58
H -4.46 1.09 3.55
H 4.25 -2.27 2.01
H -4.04 -3.22 3.13
H -2.40 -3.59 -1.85
H -2.88 -0.09 0.03
H 1.21 -3.70 -5.03
H 2.78 -2.21 -3.12
H -1.61 -2.73 2.38
H -3.75 2.35 0.24
H 0.29 4.46 3.88
H 0.36 0.33 -0.31
H 1.38 0.29 2.89
H 3.35 -2.20 -5.30
H 1.62 -1.48 -1.97
H -0.43 -3.51 -3.32
H 4.54 2.52 1.36
H -5.22 -1.25 2.50
H 3.46 -1.72 3.41
H 2.49 -2.69 -6.78
H 5.38 -0.09 1.70
H -5.38 2.22 -1.48
H 1.27 -0.55 -6.79
H -3.09 -2.31 4.33
H 2.78 0.11 -4.28
H 1.89 -1.63 1.61
H -1.64 1.73 1.28
H 2.94 -0.20 -6.87
H -4.35 -0.59 0.87
H -3.93 1.20 -1.80
H -5.16 -1.09 4.25
H 1.45 0.79 1.21
H 1.70 1.23 -5.01
H 0.88 1.65 -1.63
H 1.54 -3.21 -2.46
H -1.15 -0.61 1.35
H -1.21 -0.47 3.04
H 0.62 0.07 -3.19
H -1.77 1.77 3.15
H -5.41 0.42 -1.29
H 2.05 2.26 4.09
H 1.90 5.21 3.81
H -3.18 -2.56 -3.00
H 3.79 1.18 0.38
H 3.29 3.30 3.41
```

Density functional theory data (ωB97M-V/def2-TZVPD) for 5 unconnected molecules or ions with the total composition C27H65IO13P2 at a distorted geometry.

Results
net charge	0
total energy	-3025.9637	hartree
E_HOMO	-8.7	eV
orbital gap	8.80	eV
SMILES	O=[PH2]PCCCI.COCCOCCOC.COCCOCCOC.COCCOCCOC.COCCOCCOC

```
108
C27H65IO13P2, DFT ωB97M-V/def2-TZVPD
I -2.30 -2.91 -6.39
P 4.09 -1.46 -7.34
P 3.00 -3.24 -6.75
O 5.12 -1.10 -6.25
O 5.62 -0.22 -0.78
O -8.70 -5.14 5.26
O -2.88 -1.81 -1.94
O 4.56 6.71 4.65
O 7.29 0.28 -3.29
O -8.57 -3.84 2.28
O -4.59 -1.17 0.74
O -5.75 -2.80 -1.58
O 6.70 5.22 3.06
O 6.22 8.41 2.71
O -11.02 -3.50 4.08
O 7.78 1.95 -0.55
C -5.29 -1.60 -2.19
C 7.55 3.24 -0.03
C 5.74 7.47 4.89
C -3.94 -1.73 -2.88
C -5.09 -3.24 -0.40
C -0.86 -1.49 -7.16
C -8.15 -4.93 6.54
C -9.27 -2.64 2.55
C 5.87 8.73 4.05
C 5.88 0.16 -3.22
C 5.36 0.66 -1.88
C 5.67 9.31 1.76
C -1.85 -2.69 -2.34
C 7.89 -0.79 -4.00
C 0.57 -1.80 -6.66
C 5.34 4.83 3.25
C -10.80 -4.91 4.07
C -10.09 -5.45 5.30
C 4.44 6.04 3.40
C 1.18 -3.12 -7.23
C 6.96 -0.32 -0.32
C 7.62 4.35 3.69
C 7.48 0.92 0.38
C -5.25 -0.07 1.35
C -8.69 -4.27 0.94
C -5.34 -2.37 0.82
C -9.88 -2.66 3.94
H 4.55 6.73 2.57
H -6.27 0.02 0.98
H 4.70 -1.66 -8.62
H 4.92 9.28 4.08
H -10.30 -5.22 3.15
H 6.73 1.26 1.11
H -0.89 -1.37 -8.25
H 7.63 -0.63 -1.13
H -1.18 -2.84 -1.49
H 8.30 3.49 0.72
H -10.07 -2.48 1.82
H -10.56 -5.03 6.19
H -8.56 -1.81 2.48
H -1.13 -0.51 -6.74
H -4.70 0.83 1.08
H 7.62 3.95 -0.86
H -9.74 -4.30 0.63
H 0.65 -1.83 -5.56
H -5.52 -4.23 -0.19
H -1.29 -2.26 -3.17
H -7.15 -4.52 6.41
H 5.68 7.78 5.93
H 3.26 -0.30 -7.51
H -9.13 -2.88 4.70
H -4.03 -3.39 -0.58
H 8.97 -0.73 -3.86
H -5.01 -2.91 1.72
H -6.03 -1.36 -2.96
H -2.25 -3.67 -2.63
H 7.55 -1.76 -3.61
H 5.56 -0.87 -3.36
H 0.71 -4.02 -6.80
H 5.24 4.20 4.14
H 1.15 -3.16 -8.33
H 5.71 1.67 -1.66
H 5.45 0.78 -4.02
H 6.54 3.32 0.40
H -10.19 -6.54 5.32
H 6.95 -1.13 0.41
H 1.20 -0.97 -7.03
H -5.25 -0.18 2.44
H -5.29 -0.77 -1.48
H -6.41 -2.16 0.90
H -10.25 -1.65 4.15
H -8.13 -3.60 0.28
H 5.83 8.89 0.77
H 3.01 -3.23 -5.33
H 7.36 4.20 4.74
H -8.08 -5.87 7.10
H 7.65 3.39 3.17
H 6.66 9.36 4.46
H 8.41 0.67 0.92
H 8.60 4.81 3.64
H 4.27 0.71 -1.95
H 6.16 10.28 1.83
H 7.66 -0.72 -5.07
H 4.59 9.42 1.91
H 3.41 5.68 3.37
H -8.28 -5.27 0.86
H 5.03 4.26 2.37
H 6.63 6.84 4.80
H -11.80 -5.35 4.05
H -3.96 -2.61 -3.53
H -3.76 -0.84 -3.50
H -8.74 -4.20 7.11
```

Density functional theory data (ωB97M-V/def2-TZVPD) for 7 unconnected molecules or ions with the total composition C27H66BBrClFN3O10.

Results
net charge	+1
total energy	-5143.7271	hartree
E_HOMO	-11.1	eV
orbital gap	7.43	eV

```
110
C27H66BBrClFN3O10, DFT ωB97M-V/def2-TZVPD
Br -5.81 0.67 3.79
Cl -2.93 3.79 0.67
F -2.30 0.00 1.35
O 1.60 5.43 4.43
O -1.56 -3.33 1.48
O 2.85 1.60 2.45
O 4.85 1.63 -7.11
O -0.43 -3.87 3.49
O 8.26 -0.31 -9.77
O -3.72 -2.84 6.02
O 0.81 -3.68 1.45
O 4.09 -1.75 -3.52
O -7.75 -3.90 1.99
N -5.15 0.30 2.10
N -4.12 -1.13 0.61
N -4.72 -1.90 2.80
C 1.94 2.49 3.06
C -2.36 -2.28 1.93
C 0.22 -1.11 -1.79
C 8.17 -1.37 -8.82
C -4.00 3.40 2.05
C 6.46 3.28 -7.92
C -3.63 -2.89 2.56
C 1.77 6.65 3.72
C -1.94 -1.47 -0.51
C -0.66 -0.65 -0.62
C -9.10 -4.14 2.39
C -4.71 -0.90 1.86
C 5.54 2.13 -8.26
C 5.37 -1.14 -3.40
C -9.41 -3.48 3.72
C -4.37 -2.31 7.17
C -5.30 2.79 1.55
C 2.27 0.61 1.63
C 3.14 7.27 3.94
C 5.83 -0.51 -4.71
C 8.99 -1.10 -7.57
C 1.38 -0.14 -1.99
C -2.66 -1.24 0.81
C -5.87 -2.19 6.95
C 2.38 -0.18 -0.81
C -5.11 1.37 1.05
C 2.18 1.00 0.15
B -0.36 -3.59 2.15
H 1.87 -0.32 -2.95
H -3.43 2.71 2.67
H 4.15 -2.44 -4.19
H -4.14 -2.98 8.00
H 6.99 3.63 -8.81
H 0.16 -3.36 4.05
H -0.08 -0.75 0.30
H 6.80 -0.04 -4.59
H 0.98 7.36 4.00
H -5.61 -2.40 2.79
H 8.90 -1.91 -6.85
H -6.03 -1.56 6.07
H 0.92 2.08 3.09
H -4.46 -2.02 0.25
H 10.05 -0.98 -7.83
H 9.18 -0.22 -10.01
H -6.08 2.89 2.31
H 1.63 6.40 2.67
H 7.19 2.97 -7.18
H -1.85 -1.73 2.73
H 2.89 -0.29 1.74
H -3.96 -3.75 1.96
H -7.19 -4.31 2.66
H 5.91 -1.27 -5.49
H -8.77 -3.88 4.51
H 3.28 7.51 5.00
H -9.24 -2.41 3.64
H 8.66 -0.17 -7.10
H -5.64 3.36 0.69
H 0.64 -2.09 -1.52
H -6.30 -3.17 6.73
H 4.33 2.35 -6.75
H 0.99 0.88 -2.02
H -4.15 1.30 0.56
H -4.17 4.33 2.58
H 1.91 3.46 2.55
H -5.87 1.11 0.31
H -0.38 -1.20 -2.69
H -9.28 -5.22 2.43
H 2.17 -1.11 -0.25
H 1.27 0.36 2.00
H 4.80 2.43 -9.02
H -3.32 -3.29 3.53
H -0.90 0.40 -0.76
H -2.63 -1.16 -1.30
H -1.74 -2.53 -0.65
H 6.10 -1.88 -3.06
H 5.11 0.23 -5.05
H 3.25 8.18 3.37
H 7.11 -1.46 -8.57
H -3.94 -1.33 7.40
H -6.38 -1.76 7.81
H 2.91 1.80 -0.03
H 2.26 2.68 4.08
H 3.92 6.57 3.65
H 5.90 4.12 -7.51
H 1.10 -2.91 0.95
H -10.45 -3.64 4.02
H 1.20 1.45 -0.02
H 8.49 -2.31 -9.28
H 6.10 1.29 -8.66
H -9.73 -3.72 1.60
H 5.28 -0.38 -2.63
H -3.92 -2.23 5.30
H 1.70 5.61 5.37
H 3.41 -0.25 -1.16
```

Q: Look up the net charge of the first one.
A: +2

Please write out number 3 again, unchanged.
Density functional theory data (ωB97M-V/def2-TZVPD) for 7 unconnected molecules or ions with the total composition C27H66BBrClFN3O10.

Results
net charge	+1
total energy	-5143.7271	hartree
E_HOMO	-11.1	eV
orbital gap	7.43	eV

```
110
C27H66BBrClFN3O10, DFT ωB97M-V/def2-TZVPD
Br -5.81 0.67 3.79
Cl -2.93 3.79 0.67
F -2.30 0.00 1.35
O 1.60 5.43 4.43
O -1.56 -3.33 1.48
O 2.85 1.60 2.45
O 4.85 1.63 -7.11
O -0.43 -3.87 3.49
O 8.26 -0.31 -9.77
O -3.72 -2.84 6.02
O 0.81 -3.68 1.45
O 4.09 -1.75 -3.52
O -7.75 -3.90 1.99
N -5.15 0.30 2.10
N -4.12 -1.13 0.61
N -4.72 -1.90 2.80
C 1.94 2.49 3.06
C -2.36 -2.28 1.93
C 0.22 -1.11 -1.79
C 8.17 -1.37 -8.82
C -4.00 3.40 2.05
C 6.46 3.28 -7.92
C -3.63 -2.89 2.56
C 1.77 6.65 3.72
C -1.94 -1.47 -0.51
C -0.66 -0.65 -0.62
C -9.10 -4.14 2.39
C -4.71 -0.90 1.86
C 5.54 2.13 -8.26
C 5.37 -1.14 -3.40
C -9.41 -3.48 3.72
C -4.37 -2.31 7.17
C -5.30 2.79 1.55
C 2.27 0.61 1.63
C 3.14 7.27 3.94
C 5.83 -0.51 -4.71
C 8.99 -1.10 -7.57
C 1.38 -0.14 -1.99
C -2.66 -1.24 0.81
C -5.87 -2.19 6.95
C 2.38 -0.18 -0.81
C -5.11 1.37 1.05
C 2.18 1.00 0.15
B -0.36 -3.59 2.15
H 1.87 -0.32 -2.95
H -3.43 2.71 2.67
H 4.15 -2.44 -4.19
H -4.14 -2.98 8.00
H 6.99 3.63 -8.81
H 0.16 -3.36 4.05
H -0.08 -0.75 0.30
H 6.80 -0.04 -4.59
H 0.98 7.36 4.00
H -5.61 -2.40 2.79
H 8.90 -1.91 -6.85
H -6.03 -1.56 6.07
H 0.92 2.08 3.09
H -4.46 -2.02 0.25
H 10.05 -0.98 -7.83
H 9.18 -0.22 -10.01
H -6.08 2.89 2.31
H 1.63 6.40 2.67
H 7.19 2.97 -7.18
H -1.85 -1.73 2.73
H 2.89 -0.29 1.74
H -3.96 -3.75 1.96
H -7.19 -4.31 2.66
H 5.91 -1.27 -5.49
H -8.77 -3.88 4.51
H 3.28 7.51 5.00
H -9.24 -2.41 3.64
H 8.66 -0.17 -7.10
H -5.64 3.36 0.69
H 0.64 -2.09 -1.52
H -6.30 -3.17 6.73
H 4.33 2.35 -6.75
H 0.99 0.88 -2.02
H -4.15 1.30 0.56
H -4.17 4.33 2.58
H 1.91 3.46 2.55
H -5.87 1.11 0.31
H -0.38 -1.20 -2.69
H -9.28 -5.22 2.43
H 2.17 -1.11 -0.25
H 1.27 0.36 2.00
H 4.80 2.43 -9.02
H -3.32 -3.29 3.53
H -0.90 0.40 -0.76
H -2.63 -1.16 -1.30
H -1.74 -2.53 -0.65
H 6.10 -1.88 -3.06
H 5.11 0.23 -5.05
H 3.25 8.18 3.37
H 7.11 -1.46 -8.57
H -3.94 -1.33 7.40
H -6.38 -1.76 7.81
H 2.91 1.80 -0.03
H 2.26 2.68 4.08
H 3.92 6.57 3.65
H 5.90 4.12 -7.51
H 1.10 -2.91 0.95
H -10.45 -3.64 4.02
H 1.20 1.45 -0.02
H 8.49 -2.31 -9.28
H 6.10 1.29 -8.66
H -9.73 -3.72 1.60
H 5.28 -0.38 -2.63
H -3.92 -2.23 5.30
H 1.70 5.61 5.37
H 3.41 -0.25 -1.16
```

Q: Which formula does entry 2 have?
A: C27H65IO13P2

Q: The lowest E_HOMO belongs to which entry?
A: C27H64BN3